[1]
{
  "formula": "C19H34N2O2",
  "method": "wB97M-V/def2-TZVPD",
  "largest_force_ha_per_bohr": 0.016,
  "smiles": "O=C(CCC1CCCC1)NCCCNC(=O)CCC1CCCC1",
  "multiplicity": 1,
  "orbital_gap_ev": 9.77,
  "relative_energy_kj_mol": 19.63,
  "lumo_energy_ev": 0.634,
  "symbols": ["O", "C", "C", "C", "C", "C", "C", "C", "C", "N", "C", "C", "C", "N", "C", "O", "C", "C", "C", "C", "C", "C", "C", "H", "H", "H", "H", "H", "H", "H", "H", "H", "H", "H", "H", "H", "H", "H", "H", "H", "H", "H", "H", "H", "H", "H", "H", "H", "H", "H", "H", "H", "H", "H", "H", "H", "H"],
  "coordinates": [[-1.153, -0.941, 1.198], [-2.235, -1.419, 0.908], [-3.477, -1.187, 1.744], [-3.951, 0.268, 1.641], [-4.494, 0.641, 0.261], [-3.403, 0.871, -0.810], [-3.672, 2.257, -1.413], [-5.141, 2.526, -1.102], [-5.287, 1.957, 0.304], [-2.417, -2.187, -0.187], [-1.339, -2.477, -1.112], [-0.342, -3.504, -0.545], [1.107, -3.051, -0.738], [1.321, -1.749, -0.155], [1.701, -0.684, -0.901], [2.064, -0.781, -2.058], [1.666, 0.626, -0.136], [2.750, 0.672, 0.945], [4.148, 0.441, 0.379], [5.243, 0.454, 1.447], [6.515, 0.645, 0.629], [6.117, 1.683, -0.425], [4.599, 1.518, -0.622], [-4.280, -1.864, 1.447], [-3.214, -1.391, 2.784], [-3.121, 0.928, 1.899], [-4.743, 0.419, 2.379], [-5.166, -0.156, -0.074], [-3.461, 0.105, -1.584], [-2.406, 0.826, -0.376], [-3.054, 3.007, -0.918], [-3.455, 2.290, -2.479], [-5.780, 1.978, -1.796], [-5.396, 3.584, -1.158], [-6.326, 1.802, 0.594], [-4.828, 2.638, 1.022], [-3.318, -2.601, -0.357], [-1.775, -2.825, -2.047], [-0.811, -1.538, -1.305], [-0.481, -4.480, -1.010], [-0.529, -3.613, 0.525], [1.356, -2.970, -1.800], [1.781, -3.782, -0.275], [0.823, -1.557, 0.705], [1.814, 1.437, -0.849], [0.685, 0.732, 0.330], [2.542, -0.091, 1.699], [2.715, 1.647, 1.440], [4.163, -0.533, -0.121], [5.257, -0.457, 2.044], [5.097, 1.305, 2.117], [7.362, 0.971, 1.233], [6.781, -0.297, 0.146], [6.666, 1.538, -1.355], [6.343, 2.687, -0.062], [4.088, 2.459, -0.411], [4.351, 1.224, -1.640]],
  "forces_ev_per_a": [[0.39, 0.28, 0.15], [-0.68, -0.44, 0.05], [0.16, 0.30, 0.14], [-0.21, -0.26, -0.19], [0.04, 0.12, 0.32], [0.04, 0.00, -0.15], [-0.08, -0.03, -0.12], [0.08, 0.14, 0.12], [-0.11, -0.15, -0.24], [-0.20, -0.19, -0.27], [0.25, 0.00, 0.15], [0.17, 0.27, -0.06], [0.04, -0.28, -0.11], [-0.01, -0.29, 0.25], [-0.08, 0.33, 0.36], [0.13, 0.05, -0.41], [0.04, 0.05, 0.00], [0.11, -0.18, -0.23], [-0.16, 0.22, 0.33], [0.04, -0.21, -0.22], [0.04, 0.09, 0.14], [0.11, 0.00, -0.06], [-0.02, -0.12, -0.11], [-0.03, -0.02, 0.02], [0.02, -0.11, -0.07], [0.01, 0.07, 0.05], [0.05, 0.02, 0.06], [-0.02, -0.01, 0.01], [0.07, -0.02, 0.00], [0.10, -0.08, -0.02], [0.04, 0.06, -0.01], [0.08, 0.07, -0.02], [-0.06, -0.01, -0.05], [-0.08, 0.03, -0.07], [-0.03, 0.02, 0.11], [0.03, 0.06, 0.09], [0.02, 0.12, 0.11], [-0.01, 0.06, 0.02], [-0.10, -0.09, -0.08], [-0.01, -0.06, 0.05], [-0.05, -0.06, -0.02], [0.03, -0.05, 0.14], [-0.05, 0.01, -0.16], [0.01, 0.11, -0.12], [-0.05, -0.06, -0.04], [-0.06, 0.04, -0.04], [-0.03, 0.04, 0.09], [0.02, 0.01, 0.05], [0.04, -0.04, 0.00], [-0.04, -0.01, 0.11], [-0.04, 0.07, 0.08], [0.08, -0.07, -0.01], [0.04, -0.06, 0.01], [0.05, 0.09, -0.02], [0.04, 0.02, -0.04], [-0.09, 0.05, -0.03], [-0.09, 0.08, -0.05]],
  "lowdin_charge": [0.048, -0.514, -0.098, -0.164, -0.320, -0.152, -0.187, -0.200, -0.172, 0.067, -0.156, -0.149, -0.180, 0.054, -0.524, 0.051, -0.102, -0.166, -0.337, -0.172, -0.200, -0.184, -0.149, 0.112, 0.123, 0.125, 0.117, 0.139, 0.107, 0.101, 0.111, 0.105, 0.112, 0.106, 0.112, 0.118, 0.140, 0.124, 0.119, 0.108, 0.111, 0.121, 0.118, 0.113, 0.117, 0.104, 0.114, 0.119, 0.143, 0.113, 0.118, 0.103, 0.109, 0.101, 0.103, 0.111, 0.110]
}

[2]
{
  "formula": "C3H5O5S",
  "method": "wB97M-V/def2-TZVPD",
  "largest_force_ha_per_bohr": 0.093,
  "multiplicity": 1,
  "orbital_gap_ev": 9.31,
  "relative_energy_kj_mol": 167.08,
  "total_charge": -1,
  "lumo_energy_ev": 3.880,
  "symbols": ["C", "C", "C", "O", "O", "O", "O", "O", "S", "H", "H", "H", "H", "H"],
  "coordinates": [[1.412, -1.431, -0.104], [1.244, -0.295, -0.750], [-0.101, 0.327, -0.920], [-0.629, -0.219, 1.601], [-2.501, 0.678, 0.196], [-1.694, -1.606, -0.146], [-0.427, 0.917, -1.933], [-0.044, 2.012, 0.886], [-1.398, -0.275, 0.300], [2.413, -1.901, -0.126], [0.556, -1.675, 0.452], [2.141, 0.100, -1.376], [-0.887, 2.121, 0.516], [-0.085, 1.248, 1.403]],
  "forces_ev_per_a": [[1.38, 0.70, -0.38], [2.10, 1.04, -1.87], [-0.49, -0.31, -1.31], [-1.72, -1.23, -1.11], [0.62, -0.40, 0.27], [-0.20, -0.93, -0.12], [0.41, -0.31, 1.18], [2.82, 3.71, -1.09], [0.60, 1.35, 1.04], [-0.99, -0.04, 0.29], [-0.36, -1.56, 0.98], [-1.93, -0.28, 0.96], [-1.99, 0.38, -0.59], [-0.24, -2.12, 1.76]],
  "lowdin_charge": [0.018, -0.138, -0.450, -0.387, -0.342, -0.327, 0.043, -0.041, 0.489, 0.074, 0.015, 0.131, -0.012, -0.072]
}